# 1
175
Properties=species:S:1:pos:R:3:forces:R:3 method="wB97M-V/def2-TZVPD" total_charge=-1 gap_ev=4.30 spin_multiplicity=1
C -3.9785 -2.5033 -7.4502 0.65 0.26 -0.50
C -3.6577 -2.1277 -5.8695 -0.65 -0.56 -0.23
C -3.7292 -3.4511 -4.8700 0.06 0.02 0.68
C -3.4458 -3.0108 -3.2876 0.37 0.96 -0.56
C -1.8719 -2.5613 -3.0296 0.06 -0.59 0.22
C -1.2093 -3.3889 -1.7554 -0.09 1.18 -0.26
C -1.7052 -2.6112 -0.3855 -0.09 -0.69 0.53
C -1.2079 -3.3734 0.9940 0.37 0.21 -0.20
C 0.4466 -3.5199 1.0658 -0.54 0.15 -0.31
C 1.1411 -2.2024 1.7840 0.62 -1.49 0.17
C 1.8618 -2.7815 3.1681 -0.70 0.41 0.02
C 1.7854 -1.6894 4.4031 2.10 -0.89 -0.62
C 3.3706 -1.2397 4.6896 -0.96 0.75 0.87
C 3.3018 0.2909 5.2734 -0.82 -0.24 -0.07
C 3.5080 1.4589 4.1272 0.85 -0.14 1.45
C 4.2457 2.7309 4.9101 -0.28 0.45 -1.49
C 3.0488 3.7854 5.2885 -0.40 0.29 -0.25
C 1.9579 3.2284 6.3858 0.08 0.24 0.14
C 2.6130 2.6000 7.7515 0.20 -0.46 0.30
C 1.6620 1.4551 8.4835 0.20 0.57 0.52
C 0.4852 2.2268 9.3240 0.51 -0.30 -0.26
C -1.0954 1.7262 9.1092 0.45 -2.75 -0.75
O -1.9825 1.9648 10.2960 3.82 -1.06 -2.32
P -0.7704 2.5784 11.4434 -0.72 3.91 2.39
C -2.3107 3.4376 12.2424 -3.02 1.32 0.10
C -2.7788 4.7725 11.3551 2.70 5.65 3.14
O -2.4140 6.0365 11.6707 -2.41 -8.19 -2.17
Cl -3.8359 4.6331 9.7939 1.05 -0.16 1.55
O -1.0142 1.3830 12.6806 1.20 -2.26 -2.27
C -0.6896 0.0211 12.2540 -0.34 -1.33 1.72
C 0.7674 -0.5356 12.8597 -0.48 -0.55 -1.55
C 1.1731 -1.8133 11.8898 0.12 -0.26 -0.48
O 0.7310 1.9055 10.7695 -2.53 1.18 -2.69
H -4.0667 -3.6700 -7.6099 -0.07 2.42 0.35
H -3.0692 -2.1490 -8.1358 -1.92 -0.79 1.50
H -4.9221 -1.9235 -7.8743 1.86 -1.47 1.02
H -2.5972 -1.6076 -5.8676 -2.29 -1.02 0.45
H -4.5190 -1.4002 -5.4884 2.13 -1.33 -0.75
H -4.8001 -3.9674 -4.9476 2.20 1.27 0.10
H -2.9507 -4.2872 -5.1471 -1.35 1.71 0.29
H -3.6987 -3.8581 -2.5195 0.22 1.57 -1.62
H -4.0948 -2.0396 -3.0983 1.04 -2.18 -0.17
H -1.7857 -1.4174 -2.7724 -0.19 -2.20 -0.57
H -1.2305 -2.7516 -3.9924 -1.22 0.29 1.70
H -1.5153 -4.5187 -1.7124 0.34 2.14 -0.19
H -0.0432 -3.3529 -1.9213 -2.25 0.02 0.66
H -1.3322 -1.4777 -0.3577 -0.73 -2.51 -0.22
H -2.8970 -2.6100 -0.3558 2.54 0.09 -0.24
H -1.7046 -4.4426 1.1359 0.94 2.23 -0.61
H -1.5684 -2.7207 1.9022 0.77 -1.29 -1.63
H 0.9444 -3.6258 0.0026 -1.35 0.08 1.99
H 0.6679 -4.5365 1.6353 -0.21 2.33 -1.00
H 0.3766 -1.3473 2.0332 1.39 -1.78 -0.58
H 1.9760 -1.7953 1.0347 -1.84 -0.65 1.82
H 1.3304 -3.7712 3.5683 1.08 2.09 -1.25
H 2.9738 -3.0456 2.8526 -2.29 0.47 1.02
H 1.1141 -0.7472 4.1316 1.45 -2.14 0.65
H 1.4417 -2.2467 5.3740 0.29 1.37 -1.87
H 3.8258 -1.9545 5.5265 -0.95 1.46 -1.93
H 4.0331 -1.3105 3.7180 -1.37 0.19 1.91
H 2.2005 0.4404 5.6975 2.50 -0.39 -0.61
H 4.0438 0.4221 6.1780 -1.39 -0.13 -1.99
H 4.1734 1.0107 3.2717 -1.24 1.03 1.54
H 2.4901 1.8667 3.6984 2.03 -1.07 0.76
H 4.9055 2.3923 5.8174 -1.51 0.58 -1.71
H 4.9986 3.2332 4.1328 -1.68 -0.82 1.69
H 2.4328 3.9817 4.2851 1.39 -0.35 2.08
H 3.4418 4.8412 5.6250 -0.52 -2.15 -0.51
H 1.2846 4.1477 6.7211 1.28 -2.00 -0.85
H 1.2614 2.4433 5.8490 1.36 1.48 1.17
H 3.6651 2.0801 7.5940 -2.17 1.24 -0.02
H 2.8022 3.4977 8.5104 -0.45 -2.02 -1.49
H 1.2355 0.6520 7.7467 0.83 1.58 1.16
H 2.3470 0.9051 9.2749 -1.55 1.04 -1.58
H 0.6716 3.3628 9.0083 -0.75 -2.22 1.29
H -0.9271 0.5452 9.0609 -0.35 2.09 0.13
H -1.5827 1.9132 8.0473 0.85 0.47 2.33
H 0.0031 3.4384 12.3450 0.16 -0.96 0.01
H -0.7689 3.7546 10.5977 0.63 -0.51 -0.46
H -3.1914 2.6567 12.2023 1.55 1.72 0.18
H -2.1174 3.7997 13.3441 -0.52 -0.48 -2.29
H -0.7721 -0.1925 11.1081 0.35 0.80 2.13
H -1.5003 -0.6885 12.7698 1.52 1.40 -1.12
H 1.5922 0.2841 12.7253 -1.73 -1.51 0.57
H 0.6498 -0.9375 13.9589 0.26 1.17 -2.13
H 2.0901 -1.5231 11.1935 -1.86 -0.71 1.56
H 1.4249 -2.7940 12.5014 -0.36 2.05 -1.25
H 0.2932 -2.1024 11.1385 1.76 0.67 1.72
O -0.0127 1.3189 -2.4318 -1.23 3.73 -0.18
P 1.0436 2.0045 -3.3326 3.12 -6.79 0.82
N 0.7836 0.9320 -4.6037 -0.44 -1.45 -2.29
C 1.4510 -0.3074 -4.9278 0.00 -0.12 0.12
C -0.4751 1.0662 -5.3288 -0.08 0.31 0.42
N 2.3628 1.5982 -2.3156 0.15 0.17 1.57
C 3.5220 0.7935 -2.6597 0.58 0.71 -0.29
C 2.0528 1.3500 -0.8967 -0.40 0.41 0.00
N 2.2579 2.7927 -4.3682 -0.98 3.19 -0.06
C 1.9930 4.2400 -4.3252 0.60 0.51 0.21
C 2.6806 2.4471 -5.7210 -0.31 -0.41 -0.35
H 1.5870 -0.3808 -6.0151 -0.17 -0.02 -0.01
H 0.8806 -1.1789 -4.5911 0.00 -0.16 0.01
H 2.4509 -0.3896 -4.5257 0.07 0.14 0.29
H -0.4680 1.9885 -5.9162 -0.15 0.21 -0.18
H -1.3291 1.1053 -4.6445 0.00 -0.01 -0.03
H -0.6598 0.2408 -6.0262 0.32 0.08 0.19
H 3.2945 -0.2757 -2.6267 -0.05 -0.10 0.03
H 4.3394 0.9717 -1.9493 -0.21 0.03 0.03
H 3.9419 1.0443 -3.6323 -0.23 0.00 -0.13
H 1.6272 0.3568 -0.7540 -0.18 -0.16 0.10
H 1.3443 2.0946 -0.5119 0.10 -0.37 -0.22
H 2.9443 1.4290 -0.2652 0.15 0.01 -0.37
H 1.0741 4.4831 -4.8693 0.15 0.22 -0.07
H 2.8186 4.8232 -4.7480 -0.12 -0.15 -0.08
H 1.8745 4.5732 -3.2891 -0.12 -0.14 0.09
H 1.8598 2.4728 -6.4426 0.05 -0.06 -0.14
H 3.1737 1.4734 -5.7580 -0.38 -0.08 0.15
H 3.4440 3.1507 -6.0780 -0.29 0.25 0.38
O -4.3231 -6.3245 -1.1135 3.50 0.78 1.67
P -3.9357 -7.6720 -0.4566 -7.02 -1.52 -2.31
N -4.0452 -8.5128 -1.9108 0.16 -1.53 -2.23
C -5.1585 -9.2259 -2.4927 -0.15 0.08 -0.02
C -2.9999 -8.2590 -2.8961 0.12 0.37 0.33
N -5.3436 -7.7487 0.5189 -0.61 1.12 0.91
C -6.3671 -8.7792 0.5048 0.36 -0.58 0.68
C -6.0036 -6.4688 0.8304 0.51 0.29 0.04
N -3.4903 -9.2210 0.2986 2.93 0.60 1.54
C -2.2967 -8.9753 1.1243 0.00 -0.18 0.74
C -3.3590 -10.5401 -0.3104 0.00 -0.01 -0.66
H -4.7993 -10.1494 -2.9660 0.07 0.11 -0.12
H -5.6759 -8.6280 -3.2498 -0.12 -0.01 -0.09
H -5.8936 -9.5602 -1.7744 -0.06 0.18 0.26
H -2.0542 -8.6868 -2.5519 0.31 -0.02 -0.04
H -2.8502 -7.1856 -3.0537 0.01 -0.02 -0.01
H -3.2161 -8.7003 -3.8760 -0.18 -0.04 0.34
H -7.0677 -8.6400 -0.3233 -0.05 0.05 -0.07
H -6.9537 -8.7524 1.4320 0.12 0.16 -0.09
H -5.9571 -9.7870 0.4666 0.16 0.05 -0.19
H -6.5979 -6.1162 -0.0125 -0.06 0.17 -0.16
H -5.2665 -5.6974 1.0878 -0.23 -0.24 -0.29
H -6.6662 -6.5529 1.6986 0.11 -0.39 -0.08
H -1.4186 -8.7969 0.4945 0.14 -0.12 0.19
H -2.0830 -9.8112 1.7997 -0.06 0.03 -0.15
H -2.4478 -8.0944 1.7567 -0.06 0.11 -0.11
H -2.6133 -10.5673 -1.1094 -0.02 -0.13 -0.11
H -4.3145 -10.9134 -0.6849 0.09 0.33 -0.19
H -3.0537 -11.2820 0.4390 0.08 0.46 0.20
O 2.8359 5.7955 -7.7415 -1.21 -2.66 -2.64
P 2.3371 6.6821 -8.9087 1.40 5.27 5.26
N 3.8150 7.4750 -9.0537 2.28 1.18 -0.64
C 4.2776 8.7011 -8.4462 0.01 0.05 0.19
C 4.9213 6.7046 -9.6110 -0.33 -0.39 0.06
N 1.1757 7.5080 -7.9554 -1.06 -0.65 0.97
C 1.1129 8.9341 -7.6873 -0.58 0.30 -0.70
C 0.6838 6.8066 -6.7566 0.02 -0.48 -0.29
N 1.7637 7.7014 -10.2506 -1.14 -2.18 -2.31
C 1.1046 6.8126 -11.2213 -0.72 0.14 -0.21
C 2.4755 8.7371 -10.9916 0.65 0.04 0.09
H 4.8609 9.2783 -9.1760 0.12 -0.13 0.03
H 4.9084 8.5113 -7.5719 0.07 0.08 0.09
H 3.4853 9.3717 -8.1446 -0.27 -0.12 0.11
H 4.7482 6.5242 -10.6756 0.08 -0.15 -0.26
H 5.0239 5.7342 -9.1139 0.01 0.03 -0.02
H 5.8878 7.2144 -9.5230 -0.37 0.13 0.07
H 1.8191 9.2287 -6.9059 0.06 -0.02 0.08
H 0.1109 9.2172 -7.3402 0.10 -0.20 0.00
H 1.2800 9.5426 -8.5743 0.21 -0.13 -0.07
H 1.4052 6.8652 -5.9417 0.13 -0.10 0.17
H 0.4830 5.7496 -6.9729 0.27 0.32 0.08
H -0.2633 7.2255 -6.3996 0.13 0.26 -0.28
H 1.8410 6.1897 -11.7402 -0.16 0.02 -0.21
H 0.5270 7.3712 -11.9662 0.14 0.01 0.09
H 0.3974 6.1511 -10.7104 0.10 -0.05 0.13
H 3.3739 8.3625 -11.4892 0.11 0.12 -0.03
H 2.7326 9.5883 -10.3578 0.18 -0.32 0.13
H 1.8316 9.1648 -11.7711 -0.22 -0.43 0.15

***

# 2
168
Properties=species:S:1:pos:R:3:forces:R:3 method="wB97M-V/def2-TZVPD" smiles=CC1(C)CCCC(C)(C)N1O.CC1(C)CCCC(C)(C)N1O.CC(C)O.CC(C)O.CC(C)O.CC(C)O.CC(C)O.CC(C)O.CC(C)O.CC(C)O.CC(C)O gap_ev=8.28 relative_energy_ev=5.079 spin_multiplicity=1
C 4.2101 3.5824 -1.8939 -0.06 1.35 0.62
C 3.8670 5.0849 -2.3394 0.47 -0.98 0.83
C 4.1457 6.1044 -1.1513 -0.49 -1.42 -0.36
C 4.8671 5.3304 -3.5176 -1.32 0.96 0.15
C 4.5278 6.5938 -4.2687 -0.37 -0.60 -1.00
C 3.0617 6.4233 -4.7938 0.23 0.15 1.56
C 2.0091 6.2501 -3.6036 -1.34 1.63 -0.66
C 1.8511 7.6586 -2.9681 0.23 -0.27 0.17
C 0.5828 5.9159 -4.2345 1.71 -0.52 -0.21
N 2.3972 5.1675 -2.7352 3.47 -0.63 -2.21
O 1.5356 4.8493 -1.7131 -0.47 0.44 0.84
H 4.1042 2.7720 -2.6151 -0.55 0.48 -0.47
H 5.2768 3.5621 -1.6706 0.08 0.15 0.30
H 3.6689 3.3073 -0.9886 -0.02 0.00 0.01
H 3.4802 5.7805 -0.3512 -0.01 0.15 0.19
H 5.1643 6.0272 -0.7709 0.08 0.03 -0.17
H 3.8944 7.1414 -1.3740 0.18 -0.21 -0.24
H 5.9223 5.4300 -3.2630 -0.13 -0.56 0.85
H 4.7669 4.5412 -4.2627 0.05 -0.32 0.18
H 4.7744 7.5438 -3.7946 -0.72 -0.06 0.74
H 5.3005 6.6268 -5.0369 -0.48 -0.04 -0.92
H 2.9325 5.5045 -5.3658 0.45 0.16 -0.45
H 2.8440 7.3249 -5.3663 -0.61 -0.26 -0.16
H 1.3104 8.2960 -3.6677 -0.13 0.02 0.10
H 2.8139 8.1426 -2.8042 -0.01 -0.05 0.12
H 1.3118 7.6064 -2.0223 -0.06 0.05 0.00
H 0.3494 6.7528 -4.8926 -0.41 -0.23 0.02
H -0.2359 5.6371 -3.5710 0.18 0.74 0.47
H 0.7111 5.0009 -4.8127 0.10 0.03 -0.47
H 1.0167 4.1326 -2.0855 -0.07 -0.22 0.15
C 4.0195 -2.9634 -8.9680 1.05 0.37 0.39
C 4.4119 -2.7430 -7.4620 -0.32 -0.98 -1.43
C 3.0700 -2.4902 -6.7346 1.06 0.86 0.63
C 5.0596 -4.1203 -6.9459 0.77 2.10 -0.25
C 6.5566 -4.2551 -7.3809 -1.27 0.27 0.77
C 7.4399 -3.0054 -7.0467 -1.34 -1.41 -0.83
C 6.8346 -1.6709 -7.5589 0.25 -0.15 -0.52
C 7.5882 -0.5999 -6.7841 0.26 0.26 0.64
C 7.1444 -1.5502 -9.0728 -0.05 -0.39 0.36
N 5.3691 -1.5901 -7.2920 0.79 -2.53 1.63
O 4.8357 -0.3464 -7.5928 -0.32 0.19 -0.37
H 3.1509 -3.6060 -9.1116 -0.13 0.21 0.19
H 3.8835 -1.9745 -9.4059 -0.33 -0.10 -0.19
H 4.8442 -3.4419 -9.4961 0.08 0.04 -0.11
H 2.3552 -3.2798 -6.9666 0.16 -0.03 0.40
H 3.2962 -2.3405 -5.6789 -0.20 -0.80 0.41
H 2.5963 -1.5284 -6.9310 0.06 -0.01 -0.89
H 5.0067 -4.1600 -5.8579 -0.06 0.13 0.13
H 4.5337 -4.9939 -7.3311 -0.34 0.26 -0.11
H 6.8545 -5.1377 -6.8149 0.68 0.01 -0.15
H 6.5303 -4.5499 -8.4299 0.46 0.28 -0.14
H 8.3871 -3.1741 -7.5590 0.17 0.30 0.06
H 7.6473 -3.0172 -5.9767 -0.20 0.30 0.08
H 8.6673 -0.7492 -6.7497 0.16 -0.46 -0.66
H 7.3601 -0.7353 -5.7269 -0.55 0.60 0.11
H 7.4858 0.4216 -7.1506 -0.54 -0.02 0.20
H 8.1716 -1.2353 -9.2562 0.06 0.09 0.14
H 6.4726 -0.8501 -9.5693 -0.03 -0.11 0.02
H 7.0562 -2.5567 -9.4819 -0.23 0.15 -0.45
H 4.5324 -0.0814 -6.7214 -0.10 0.55 -0.05
C -8.0659 4.0517 -1.7599 -0.08 0.60 -0.22
C -7.4941 4.1527 -0.3598 -1.54 1.42 0.66
C -8.5003 4.8542 0.6706 1.10 -1.35 -0.49
O -7.1741 2.8388 0.0361 0.07 0.05 0.35
H -8.5150 4.9782 -2.1177 0.02 0.28 0.34
H -8.8759 3.3226 -1.7816 0.25 -0.27 -0.05
H -7.2914 3.8479 -2.4993 -0.03 -0.51 0.11
H -6.6228 4.8054 -0.3049 0.40 -0.11 -0.44
H -8.7834 5.8580 0.3538 -0.22 -0.22 -0.12
H -7.9983 4.9430 1.6340 0.26 0.17 0.06
H -9.3244 4.1729 0.8821 -0.41 0.28 -0.39
H -6.9122 2.9188 0.9562 0.17 -0.38 0.20
C -8.5689 -3.1933 0.6253 1.29 0.70 -0.32
C -8.6942 -3.0331 -0.8726 -0.32 0.30 -0.58
C -10.0622 -2.4569 -1.2140 0.76 -0.22 -0.46
O -7.7134 -2.1506 -1.4997 -0.17 -0.86 0.77
H -7.5938 -3.6245 0.8518 -0.15 -0.33 0.26
H -9.3938 -3.7356 1.0874 0.13 0.00 -0.14
H -8.5126 -2.1727 1.0037 -0.31 0.08 0.48
H -8.5080 -3.9807 -1.3781 -0.21 -0.06 -0.03
H -10.0065 -2.3316 -2.2954 -0.70 0.12 -0.01
H -10.1141 -1.4763 -0.7408 -0.27 0.07 -0.01
H -10.8928 -3.0841 -0.8903 0.00 0.04 -0.13
H -7.6389 -1.3508 -0.9739 -0.04 0.19 0.13
C -5.5797 -1.9243 -7.8998 0.61 -0.07 -0.62
C -4.2166 -1.5852 -7.2080 -2.27 1.30 -1.01
C -4.1547 -0.0763 -6.8278 0.57 -1.23 0.96
O -4.1854 -2.4404 -6.1117 1.19 -0.23 1.16
H -5.8781 -2.9116 -7.5474 -0.02 0.01 -0.10
H -5.5027 -1.9919 -8.9849 -0.01 0.15 -0.10
H -6.3804 -1.2227 -7.6657 0.13 0.13 0.12
H -3.3615 -1.7744 -7.8568 -0.05 -0.43 0.14
H -5.0243 0.2689 -6.2686 -0.53 -0.01 -0.59
H -3.8904 0.5543 -7.6767 -0.16 0.05 0.19
H -3.4089 -0.0400 -6.0338 0.65 0.36 -0.32
H -4.8806 -2.1614 -5.5113 -0.11 -0.06 0.18
C 0.8748 0.4213 12.3010 -0.57 0.16 0.23
C 1.8840 0.4115 11.1799 1.10 0.16 0.03
C 2.9683 -0.6770 11.3003 0.13 0.50 -0.17
O 1.2360 0.4138 9.9195 -0.12 0.01 -0.44
H 0.6206 -0.5832 12.6393 -0.22 -0.06 -0.12
H 0.0035 0.9376 11.8981 -0.24 -0.25 0.11
H 1.1384 0.9986 13.1872 0.51 -0.07 -0.04
H 2.3950 1.3743 11.1814 0.04 0.11 0.00
H 2.5677 -1.5902 11.7404 0.14 -0.11 -0.15
H 3.8286 -0.3293 11.8723 -0.29 0.04 0.63
H 3.4601 -0.8557 10.3441 -0.49 -0.26 -0.30
H 0.9768 -0.4672 9.6399 0.02 -0.24 0.18
C 4.5556 4.1696 6.0625 0.34 -0.31 0.40
C 4.1072 5.2046 7.0756 -0.25 0.93 -1.13
C 4.1782 6.6535 6.4464 -0.57 -0.71 1.00
O 2.7517 4.9330 7.4622 -0.04 0.49 -0.31
H 5.5285 4.3902 5.6232 -0.01 0.17 0.02
H 3.8206 4.0634 5.2646 -0.02 0.05 0.02
H 4.6750 3.2222 6.5881 -0.12 -0.30 -0.19
H 4.6613 5.1296 8.0113 0.63 0.27 -0.22
H 4.0698 7.3595 7.2697 0.03 0.23 -0.16
H 3.3555 6.8249 5.7522 -0.23 -0.29 0.13
H 5.0703 6.9007 5.8709 0.30 -0.42 0.36
H 2.6649 3.9802 7.5407 -0.07 -0.12 0.08
C -0.3477 -0.2279 2.3552 -0.84 -0.80 0.11
C -1.3727 -1.2526 1.8193 0.53 0.14 -1.29
C -1.1778 -1.4739 0.3249 1.17 1.48 -1.18
O -1.1946 -2.5216 2.3890 0.11 -0.53 0.92
H -0.4848 -0.1447 3.4333 -0.07 0.31 -0.01
H -0.5377 0.7178 1.8475 0.13 0.10 0.23
H 0.6862 -0.5388 2.2053 -0.09 -0.14 -0.29
H -2.3940 -0.9202 2.0053 -0.10 0.34 0.19
H -1.7149 -2.2381 -0.2369 -0.49 -0.14 0.62
H -0.1226 -1.6516 0.1172 0.25 -0.53 0.37
H -1.2736 -0.5517 -0.2483 -0.64 0.28 0.04
H -1.6589 -3.0901 1.7703 0.05 -0.53 0.32
C 2.4437 -5.4373 6.5993 -0.78 -0.58 -0.02
C 1.1037 -5.3287 7.3531 0.01 0.36 -0.65
C 1.1213 -5.7306 8.8027 0.30 -0.34 -0.42
O 0.5938 -4.0088 7.2932 0.01 1.13 0.07
H 3.2876 -4.8864 7.0146 -0.29 0.09 0.41
H 2.3183 -5.0887 5.5742 -0.04 -0.09 -0.06
H 2.6924 -6.4984 6.5789 0.30 -0.06 -0.16
H 0.2989 -5.8781 6.8646 0.46 -0.90 -0.29
H 1.0425 -6.8150 8.8794 -0.09 -0.02 0.15
H 0.2365 -5.2431 9.2121 0.33 -0.17 0.59
H 2.0774 -5.4512 9.2454 -0.27 0.31 0.40
H 0.0898 -3.9459 6.4786 0.06 0.30 -0.03
C -7.3193 1.6091 6.5941 -1.24 -0.49 0.04
C -5.8381 1.6407 6.7748 0.49 -0.99 1.37
C -5.1935 0.3602 7.3793 0.92 -0.13 -0.64
O -5.2974 1.8358 5.5001 0.51 0.56 -0.90
H -7.8320 2.5449 6.3718 0.58 0.43 0.14
H -7.8276 1.2002 7.4673 0.04 -0.16 0.03
H -7.5644 0.9996 5.7242 0.10 -0.39 0.10
H -5.5395 2.3825 7.5156 -0.12 0.73 -0.34
H -5.0809 -0.4444 6.6527 -0.94 -0.24 -0.10
H -5.5046 -0.0118 8.3555 -0.58 0.17 -0.18
H -4.1275 0.5515 7.5019 0.18 0.58 0.28
H -4.5440 2.4308 5.5091 0.06 -0.06 0.18
C -1.3129 -9.8200 1.3262 0.43 -0.73 1.99
C -0.9765 -8.3506 1.2229 2.43 -0.41 -2.18
C 0.2570 -8.0540 0.2862 0.13 -0.55 0.53
O -1.9994 -7.6353 0.6572 -2.12 1.42 0.19
H -2.1306 -9.9906 2.0265 -0.63 0.34 -0.35
H -0.5406 -10.3005 1.9268 0.59 -0.17 -0.35
H -1.4730 -10.4460 0.4484 0.06 0.59 -0.36
H -0.6681 -7.9007 2.1667 -0.69 -0.23 0.30
H -0.0016 -8.0559 -0.7727 -0.34 -0.21 -0.02
H 1.0597 -8.7813 0.4085 0.14 0.03 0.15
H 0.6476 -7.0557 0.4834 -0.02 -0.02 0.14
H -2.2006 -8.0034 -0.2063 0.02 -0.04 -0.04